(1)
The following is a DFT calculation (ωB97M-V/def2-TZVPD) of a single C4H5N3O molecule.

Geometry as ORCA input:
```
! wB97M-V def2-TZVPD RIJCOSX def2/J DEFGRID3
* xyz 0 1
H 2.21 -1.94 -0.49
N 2.46 -1.11 0.21
C 1.36 -0.31 0.23
N 0.32 -0.48 -0.61
N 0.01 -1.71 -1.17
C -0.84 0.29 -0.08
O -2.05 0.08 -0.37
C -0.56 1.45 0.82
C -0.70 2.51 1.40
H 1.54 0.83 0.59
H -0.42 -1.52 -2.09
H -0.90 -1.88 -0.31
H -1.16 3.30 2.05
*
```

Its LUMO energy is -0.014 Eh. As for the energy relative to the best compared isomer or geometry (same formula, charge and spin): 634.6 kJ/mol. The total energy comes out at -10741.037 eV. The structure (SMILES) is [H]/N=C\N(N)C(=O)C#C.

=====

(2)
The following is a DFT calculation (ωB97M-V/def2-TZVPD) of C11H18Cl8FNO6S as an isolated structure.

Geometry as ORCA input:
```
! wB97M-V def2-TZVPD RIJCOSX def2/J DEFGRID3
* xyz -2 1
O 1.46 0.19 4.45
C 0.29 -0.01 4.89
O 0.03 -1.20 5.57
C -0.95 1.03 4.68
N -2.10 0.43 5.43
S -3.65 0.91 4.87
O -4.36 -0.29 4.24
O -4.51 1.32 6.05
F -3.61 2.07 3.66
C -0.60 2.54 5.07
O 0.61 2.89 5.33
O -1.55 3.56 5.12
H -1.14 1.00 3.52
H -2.01 0.53 6.45
Cl 1.48 1.13 0.25
C -0.24 0.93 -0.17
C -1.09 2.07 0.35
Cl -1.21 2.06 2.13
H -0.57 -0.03 0.23
H -0.29 0.88 -1.26
H -2.11 1.97 -0.03
H -0.70 3.04 0.03
Cl 1.52 -1.31 -2.53
C 2.93 -1.17 -3.61
C 3.86 -0.05 -3.19
Cl 3.13 1.56 -3.44
H 2.56 -1.03 -4.63
H 3.46 -2.13 -3.57
H 4.77 -0.08 -3.80
H 4.14 -0.13 -2.14
Cl -2.23 1.54 -2.37
C -3.94 1.93 -2.69
C -4.09 3.17 -3.54
Cl -3.60 4.65 -2.66
H -4.45 2.03 -1.73
H -4.37 1.07 -3.21
H -5.14 3.30 -3.82
H -3.50 3.11 -4.45
Cl 3.50 -3.97 -0.99
C 3.29 -5.37 -2.08
C 4.58 -5.74 -2.78
Cl 5.09 -4.52 -3.97
H 2.50 -5.13 -2.79
H 2.95 -6.20 -1.46
H 4.45 -6.68 -3.33
H 5.40 -5.88 -2.07
*
```

Its LUMO energy is 0.111 Eh. As for the energy relative to the best compared isomer or geometry (same formula, charge and spin): 362.8 kJ/mol. The total energy comes out at -139203.200 eV.

=====

(3)
The following is a DFT calculation (ωB97M-V/def2-TZVPD) of C38H71BI2O20P4 as an isolated structure.

Geometry as ORCA input:
```
! wB97M-V def2-TZVPD RIJCOSX def2/J DEFGRID3
* xyz 0 1
C 10.43 -4.33 3.91
B 9.63 -3.23 3.12
O 10.32 -2.26 2.40
C 8.04 -3.26 3.11
C 7.43 -4.39 2.75
C 5.95 -4.56 2.70
O 5.53 -5.68 2.57
C 5.08 -3.36 2.85
C 5.70 -2.15 3.21
C 5.00 -0.97 3.35
C 3.63 -0.99 3.14
O 2.93 0.19 3.26
C 2.99 -2.17 2.80
C 3.70 -3.35 2.64
C 2.98 -4.58 2.24
I 3.14 -5.05 0.17
C 2.28 -5.34 3.08
C 2.14 -4.99 4.54
I 1.31 -7.10 2.44
C 7.19 -2.10 3.45
O 7.68 -1.11 3.95
H 11.50 -4.14 3.84
H 10.24 -5.34 3.55
H 10.15 -4.30 4.97
H 10.37 -2.50 1.47
H 8.02 -5.27 2.50
H 5.52 -0.06 3.62
H 2.43 0.20 4.08
H 1.92 -2.12 2.63
H 2.27 -5.86 5.18
H 2.86 -4.21 4.81
H 1.12 -4.65 4.69
O -0.51 4.25 3.61
P 0.43 5.05 2.79
O 0.39 6.55 3.43
C 0.92 6.75 4.74
C 2.44 6.67 4.77
O -0.43 5.31 1.43
C -1.64 4.60 1.17
C -2.85 5.36 1.68
O 1.82 5.27 1.95
C 2.73 4.15 1.88
C 2.09 2.94 1.25
H 0.48 6.03 5.44
H 0.60 7.74 5.06
H 2.78 5.64 4.61
H 2.82 7.00 5.74
H 2.87 7.29 3.99
H -1.60 3.60 1.60
H -1.72 4.48 0.09
H -2.71 5.70 2.71
H -3.75 4.74 1.64
H -3.02 6.25 1.08
H 3.11 3.92 2.88
H 3.58 4.48 1.28
H 1.27 2.56 1.88
H 2.81 2.13 1.13
H 1.66 3.18 0.28
O -1.92 -4.53 -1.34
P -2.52 -3.18 -1.28
O -1.27 -2.14 -1.39
C -0.53 -2.06 -2.61
C -1.32 -1.37 -3.71
O -2.87 -3.02 0.30
C -2.80 -4.13 1.19
C -1.43 -4.23 1.84
O -3.67 -2.07 -1.64
C -4.78 -2.53 -2.46
C -5.51 -3.70 -1.82
H -0.22 -3.06 -2.92
H 0.37 -1.49 -2.39
H -2.14 -2.00 -4.05
H -0.68 -1.17 -4.57
H -1.74 -0.44 -3.35
H -3.07 -5.06 0.68
H -3.56 -3.97 1.96
H -0.63 -4.16 1.10
H -1.33 -5.17 2.38
H -1.29 -3.41 2.54
H -4.40 -2.81 -3.45
H -5.45 -1.69 -2.59
H -4.86 -4.58 -1.75
H -6.38 -3.97 -2.42
H -5.83 -3.44 -0.81
O 2.89 -0.11 -6.92
P 2.89 1.35 -7.21
O 1.68 1.97 -6.32
C 1.79 1.96 -4.90
C 2.80 2.98 -4.40
O 2.21 1.41 -8.69
C 2.02 0.23 -9.47
C 0.65 -0.37 -9.23
O 3.63 2.79 -7.49
C 5.07 2.82 -7.50
C 5.66 1.88 -8.54
H 2.05 0.95 -4.55
H 0.80 2.20 -4.50
H 3.82 2.68 -4.65
H 2.74 3.08 -3.31
H 2.62 3.95 -4.85
H 2.80 -0.50 -9.27
H 2.11 0.52 -10.52
H 0.42 -0.46 -8.17
H 0.57 -1.35 -9.69
H -0.13 0.27 -9.66
H 5.45 2.57 -6.50
H 5.36 3.84 -7.71
H 5.43 0.84 -8.30
H 6.74 1.99 -8.57
H 5.24 2.09 -9.52
O -8.32 1.68 0.79
P -7.77 0.72 1.78
O -6.97 -0.40 0.91
C -5.79 -0.01 0.21
C -4.62 0.24 1.14
O -9.09 -0.13 2.21
C -10.40 0.29 1.83
C -10.83 -0.35 0.52
O -7.06 0.35 3.21
C -6.74 1.43 4.11
C -7.96 2.24 4.49
H -6.00 0.87 -0.40
H -5.55 -0.83 -0.47
H -4.78 1.15 1.73
H -3.70 0.36 0.57
H -4.51 -0.59 1.84
H -10.46 1.37 1.79
H -11.07 -0.03 2.63
H -10.06 -0.24 -0.24
H -11.75 0.11 0.16
H -11.00 -1.42 0.66
H -5.98 2.07 3.65
H -6.30 0.98 5.00
H -8.39 2.76 3.62
H -7.70 3.00 5.23
H -8.74 1.60 4.90
*
```

Its LUMO energy is -0.045 Eh. The total energy comes out at -135545.930 eV.

=====

(4)
The following is a DFT calculation (ωB97M-V/def2-TZVPD) of a 5-piece molecular cluster, C2H11O6 overall.

Geometry as ORCA input:
```
! wB97M-V def2-TZVPD RIJCOSX def2/J DEFGRID3
* xyz -1 1
O 1.14 0.72 0.98
C -0.05 0.99 1.16
O -0.71 1.99 0.66
C -0.80 0.03 1.99
H -0.09 -0.29 2.71
H -1.57 0.60 2.56
H -1.30 -0.76 1.39
H 2.01 -0.94 0.83
H 2.58 -1.28 -0.58
O 2.41 -1.60 0.24
H -2.34 0.03 -0.44
H -2.31 1.55 0.01
O -2.90 0.71 -0.06
H -0.26 -0.22 -2.58
H 0.19 -1.62 -2.45
O -0.60 -1.07 -2.70
H 1.62 0.09 -0.60
H 1.33 1.01 -1.60
O 1.64 0.06 -1.53
*
```

Its LUMO energy is 0.135 Eh. As for the energy relative to the best compared isomer or geometry (same formula, charge and spin): 123.1 kJ/mol. The total energy comes out at -14539.362 eV.

=====

(5)
The following is a DFT calculation (ωB97M-V/def2-TZVPD) of C13H19N4O3ReS5Sb as an isolated structure.

Geometry as ORCA input:
```
! wB97M-V def2-TZVPD RIJCOSX def2/J DEFGRID3
* xyz 0 4
Re -0.21 -1.12 -0.52
C -0.75 0.35 2.00
C 0.71 -0.06 2.20
N 1.18 -1.05 1.19
C 1.42 -2.41 1.75
C 0.88 -3.50 0.84
N -0.42 -3.12 0.27
C -1.59 -3.18 1.16
C -1.77 -1.92 2.00
N -1.48 -0.68 1.23
H -0.82 1.27 1.42
H -1.24 0.53 2.97
H 0.87 -0.48 3.20
H 1.34 0.83 2.13
H 2.02 -0.65 0.76
H 0.92 -2.45 2.72
H 2.48 -2.56 1.94
H 0.82 -4.45 1.39
H 1.55 -3.65 -0.01
H -0.61 -3.75 -0.54
H -1.53 -4.05 1.83
H -2.46 -3.32 0.51
H -1.11 -1.92 2.87
H -2.79 -1.88 2.38
H -2.33 -0.27 0.85
S -1.07 -4.87 -2.39
Sb -0.80 -2.93 -3.53
S -2.15 -1.52 -1.79
S 1.09 -1.87 -2.32
S -3.88 -0.61 -1.91
O 2.36 1.05 -0.20
C 1.38 1.55 -0.74
N 0.20 0.90 -0.99
S -0.96 1.89 -1.64
O -1.99 2.07 -0.66
O -1.32 1.49 -2.97
C 0.08 3.31 -1.70
C -0.20 4.57 -2.18
C 0.82 5.51 -2.13
C 2.07 5.19 -1.62
C 2.34 3.91 -1.14
C 1.32 2.97 -1.19
H -1.18 4.81 -2.59
H 0.64 6.51 -2.50
H 2.85 5.94 -1.59
H 3.31 3.63 -0.74
*
```

Its LUMO energy (spin up / spin down) is 0.000 / -0.048 Eh. Its expectation value of S² is 3.777. As for the energy relative to the best compared isomer or geometry (same formula, charge and spin): 86.1 kJ/mol. The total energy comes out at -88738.402 eV.